No. 1
The following is a quantum chemistry calculation of a molecular structure, C14H22BrI2O3P2Sc at a distorted geometry, from OMol25.

Calculated values
E_LUMO (spin up / spin down)	-10.0 / -10.7	eV
frontier orbital gap (spin up / spin down)	4.415 / 3.746	eV
energy above the lowest of the compared OMol25 structures with the same formula, charge and spin	2.147	eV
E_tot	-146524.718	eV

ORCA input file:
```
! RIJCOSX wB97M-V def2-TZVPD def2/J DEFGRID3
* xyz 2 1
I 2.842 -1.701 -1.212
I -2.329 1.116 -1.908
Sc 0.299 0.007 -1.296
P 1.951 1.880 -1.167
C 2.356 2.399 0.577
C 3.503 1.778 -1.973
H 3.981 2.769 -2.060
H 1.734 4.145 -1.997
H 3.410 1.359 -2.983
H 0.692 2.976 -2.931
H 2.811 1.507 1.036
H 4.185 1.095 -1.451
C 1.038 3.278 -1.918
H 3.027 3.274 0.599
H 0.135 3.515 -1.315
H 1.422 2.637 1.121
P -0.681 -2.280 -2.059
C -1.277 -3.291 -0.657
C -2.173 -2.012 -3.083
H 0.772 -2.878 -3.889
H -0.383 -4.211 -3.562
H 1.063 -3.921 -2.496
C 0.269 -3.448 -3.093
H -1.912 -1.297 -3.880
H -2.566 -2.944 -3.532
H -1.825 -4.192 -1.011
H -1.935 -2.673 -0.009
H -2.943 -1.500 -2.475
H -0.409 -3.600 -0.042
C 0.459 -0.971 0.672
O 0.531 -1.327 1.736
Br -3.186 -0.564 1.213
C -2.139 0.045 2.701
C -2.316 -0.627 3.901
C -1.530 -0.281 5.006
C -0.552 0.727 4.893
C -0.381 1.387 3.682
C -1.237 1.083 2.629
C -0.950 1.755 1.356
O -1.065 2.970 1.236
O -0.419 0.985 0.477
H -3.046 -1.434 3.998
H -1.645 -0.785 5.958
H 0.078 1.070 5.722
H 0.341 2.176 3.486
*
```

These are the natural (NBO) partial charges, in e, on atoms 1 to 4: 0.27 0.28 1.25 0.78

***

No. 2
The following is a quantum chemistry calculation of a molecular structure, C14H22Cu2N2O4 at a distorted geometry, from OMol25.

Calculated values
E_LUMO (spin up / spin down)	1.8 / 1.4	eV
frontier orbital gap (spin up / spin down)	4.538 / 4.103	eV
energy above the lowest of the compared OMol25 structures with the same formula, charge and spin	0.251	eV
E_tot	-115316.752	eV
<S²>	0.771

ORCA input file:
```
! RIJCOSX wB97M-V def2-TZVPD def2/J DEFGRID3
* xyz -1 2
C -13.870 -13.654 -14.604
N -15.235 -13.322 -15.057
C -15.570 -13.608 -16.335
C -16.838 -13.144 -16.859
C -17.714 -12.330 -16.126
C -17.297 -12.102 -14.834
C -16.035 -12.521 -14.364
C -19.034 -11.904 -16.627
C -19.528 -10.554 -16.443
C -20.824 -10.233 -16.811
N -21.469 -11.066 -17.566
C -20.964 -12.308 -17.984
C -19.853 -12.802 -17.413
C -22.740 -10.735 -18.145
H -13.221 -13.132 -15.307
H -13.705 -14.726 -14.708
H -13.627 -13.458 -13.559
H -14.793 -14.080 -16.918
H -17.075 -13.348 -17.892
H -18.025 -11.547 -14.261
H -15.827 -12.617 -13.309
H -18.937 -9.799 -15.945
H -21.205 -9.223 -16.787
H -21.475 -12.874 -18.749
H -19.498 -13.768 -17.739
H -23.045 -9.830 -17.620
H -23.291 -11.671 -18.055
H -22.554 -10.361 -19.151
Cu -20.343 -14.662 -20.468
Cu -19.208 -17.070 -19.929
C -19.938 -17.103 -23.273
O -20.060 -16.307 -22.154
H -18.939 -17.437 -23.555
H -20.508 -18.018 -23.109
H -20.351 -16.556 -24.121
C -22.023 -12.089 -22.081
O -21.045 -12.461 -21.138
H -22.291 -12.899 -22.760
H -22.961 -11.939 -21.547
H -21.797 -11.294 -22.792
O -21.204 -16.188 -18.966
H -21.735 -16.415 -18.178
O -18.289 -15.108 -19.379
H -17.482 -14.855 -18.890
*
```

These are the natural (NBO) partial charges, in e, on atoms 1 to 4: -0.41 -0.35 -0.02 -0.17

***

No. 3
The following is a quantum chemistry calculation of a gas-phase ion, C14H22IN2S (charge +1), from OMol25.

Calculated values
E_LUMO	-3.7	eV
frontier orbital gap	7.895	eV
E_tot	-36785.510	eV
SMILES	CCSCc1c[nH+]c(N=C(C)C)cc1C[C@@H](C)I

ORCA input file:
```
! RIJCOSX wB97M-V def2-TZVPD def2/J DEFGRID3
* xyz 1 1
C -5.474 -0.766 0.321
C -4.732 -1.237 -0.931
S -3.351 -0.156 -1.387
C -2.001 -0.971 -0.508
C -0.709 -0.207 -0.611
C -0.574 0.842 -1.469
N 0.592 1.519 -1.571
C 1.686 1.195 -0.859
N 2.820 1.944 -1.082
C 2.986 3.063 -0.484
C 2.156 3.517 0.687
C 4.117 3.936 -0.943
C 1.606 0.130 0.017
C 0.419 -0.570 0.168
C 0.385 -1.705 1.155
C 1.379 -2.822 0.840
C 1.312 -3.911 1.903
I 1.021 -3.617 -1.112
H -4.933 -1.079 1.214
H -5.535 0.320 0.344
H -6.472 -1.200 0.350
H -4.339 -2.243 -0.784
H -5.388 -1.251 -1.797
H -2.281 -1.103 0.538
H -1.835 -1.973 -0.915
H -1.384 1.183 -2.095
H 0.660 2.296 -2.215
H 2.543 4.442 1.101
H 1.116 3.696 0.408
H 2.163 2.738 1.450
H 4.139 3.999 -2.026
H 4.044 4.924 -0.495
H 5.055 3.505 -0.585
H 2.487 -0.146 0.578
H -0.611 -2.114 1.299
H 0.689 -1.288 2.124
H 2.391 -2.421 0.829
H 1.653 -3.486 2.850
H 0.276 -4.216 2.049
H 1.924 -4.769 1.644
*
```

These are the natural (NBO) partial charges, in e, on atoms 1 to 4: -0.62 -0.51 0.19 -0.57

***

No. 4
The following is a quantum chemistry calculation of a molecular structure, C14H22IrO5P at a distorted geometry, from OMol25.

Calculated values
E_LUMO (spin up / spin down)	-10.5 / -16.8	eV
frontier orbital gap (spin up / spin down)	6.878 / 5.029	eV
energy above the lowest of the compared OMol25 structures with the same formula, charge and spin	0.000	eV
E_tot	-37198.202	eV
<S²>	8.771

ORCA input file:
```
! RIJCOSX wB97M-V def2-TZVPD def2/J DEFGRID3
* xyz 3 6
O 0.157 2.177 -3.397
C -0.452 1.394 -2.827
Ir -1.561 -0.307 -1.933
O -3.456 1.921 -0.550
C -2.706 1.181 -1.000
C -2.526 -1.561 -0.725
O -3.042 -2.422 -0.174
C -1.083 -2.134 -2.637
O -0.672 -3.074 -3.163
C -2.993 -0.214 -3.345
O -3.761 -0.320 -4.177
H -0.281 -0.446 -2.843
C -0.250 2.883 0.181
C 0.799 1.754 0.255
C 1.609 1.887 1.554
P 0.073 0.047 -0.039
C 1.477 -1.031 -0.672
C 2.884 -0.611 -0.195
C 1.201 -2.516 -0.346
C -0.503 -0.639 1.576
C 0.588 -0.954 2.601
C -1.592 0.255 2.195
H -1.012 2.754 0.973
H -0.713 2.946 -0.816
H 0.306 3.820 0.356
H 1.480 1.860 -0.610
H 0.935 1.972 2.426
H 2.354 1.086 1.699
H 2.159 2.839 1.464
H 1.422 -0.871 -1.777
H 3.038 -0.792 0.887
H 3.587 -1.260 -0.751
H 3.088 0.456 -0.407
H 0.140 -2.809 -0.473
H 1.846 -3.091 -1.036
H 1.494 -2.785 0.686
H -0.961 -1.593 1.263
H 0.979 -0.036 3.067
H 0.109 -1.570 3.381
H 1.431 -1.527 2.189
H -2.425 0.453 1.506
H -2.004 -0.310 3.042
H -1.162 1.193 2.589
*
```

These are the natural (NBO) partial charges, in e, on atoms 1 to 4: -0.32 0.49 0.22 -0.33